ORCA calculation (the ωB97M-V functional and the def2-TZVPD basis) on a cluster of 6 separate species, C12H36O6 in total in a non-equilibrium geometry.

```
54
C12H36O6 the ωB97M-V functional and the def2-TZVPD basis
C -2.62667 3.44717 0.07700
C -3.24267 2.49817 1.06800
O -4.63267 2.89317 1.12100
H -2.98867 3.29617 -0.79600
H -1.57667 3.28517 -0.11900
H -3.03567 4.47217 0.32300
H -2.62867 2.39717 2.06300
H -3.06667 1.50317 0.61500
H -4.97667 2.65917 2.00800
C 3.96333 -2.69083 1.66600
C 3.23933 -3.07383 3.02300
O 2.38633 -4.18883 2.65200
H 3.30433 -2.27183 0.86500
H 4.70033 -3.26983 1.27700
H 4.58933 -1.80683 2.01500
H 2.76833 -2.26183 3.32300
H 4.12533 -3.53183 3.52400
H 2.51333 -4.72283 3.45100
C -1.50767 -1.96283 2.71700
C -1.07367 -2.72783 4.03700
O -2.11667 -2.89483 4.94700
H -1.74867 -0.86683 2.92600
H -2.37767 -2.45083 2.30300
H -0.75967 -1.96783 2.00600
H -0.47167 -2.13083 4.67300
H -0.45667 -3.84183 3.79300
H -1.83967 -2.19983 5.41800
C -2.31567 -1.68183 -2.68400
C -3.10567 -0.35283 -2.76300
O -2.22967 0.83017 -2.79600
H -2.83867 -2.50483 -2.97700
H -1.93367 -1.76283 -1.72100
H -1.50967 -1.53983 -3.45600
H -3.68467 -0.21083 -1.64700
H -3.76767 -0.38283 -3.64700
H -2.78767 1.59717 -3.22300
C 4.10733 3.19317 -4.08200
C 2.57033 3.01217 -3.67300
O 2.57233 1.84417 -2.93700
H 4.05133 4.04917 -4.79700
H 4.72833 2.21417 -4.53000
H 4.76833 3.55717 -3.30300
H 1.85633 2.76017 -4.55800
H 2.24633 3.70317 -3.05000
H 1.68433 1.59617 -2.61800
C 1.27333 0.33117 0.44400
C 0.19633 -0.02583 -0.54200
O 0.14933 0.99717 -1.53100
H 1.08933 1.28417 0.81600
H 2.29833 0.59317 0.12800
H 1.21433 -0.52783 1.12100
H -0.79067 -0.19183 -0.08000
H 0.47133 -1.01783 -1.07900
H -0.77667 1.04717 -1.79100
```

As for the spin multiplicity: 1. The SMILES is CCO.CCO.CCO.CCO.CCO.CCO. The LUMO energy is 0.5 eV. The value obtained for the relative energy (zero: lowest compared OMol25 entry of this formula, charge and spin) is 7.8533 eV. Its orbital gap is 9.86 eV.

How is the electron density shared among the atoms? According to natural (NBO), the charges in e are: C -0.62; C -0.07; O -0.73; H 0.19; H 0.22; H 0.21; H 0.16; H 0.15; H 0.47; C -0.61; C -0.08; O -0.72; H 0.21; H 0.21; H 0.19; H 0.17; H 0.17; H 0.46; C -0.64; C -0.04; O -0.70; H 0.20; H 0.22; H 0.21; H 0.14; H 0.16; H 0.45; C -0.63; C -0.05; O -0.77; H 0.22; H 0.21; H 0.22; H 0.16; H 0.18; H 0.49; C -0.63; C -0.04; O -0.76; H 0.20; H 0.22; H 0.21; H 0.15; H 0.16; H 0.50; C -0.65; C -0.06; O -0.77; H 0.21; H 0.23; H 0.20; H 0.16; H 0.15; H 0.50

***

ORCA calculation (the ωB97M-V functional and the def2-TZVPD basis) on a cluster of 2 separate species, C2H4O2 in total in a non-equilibrium geometry.

```
8
C2H4O2 the ωB97M-V functional and the def2-TZVPD basis
C 2.46295 -0.41318 0.12165
C 1.32298 0.07300 -0.79405
O 2.02246 0.94112 -0.13933
O -1.51880 -1.50308 0.38956
H 2.18912 -0.79209 1.09194
H 3.41311 -0.64022 -0.42158
H -0.64268 -1.43625 -0.13553
H -1.51568 -0.69313 0.96589
```

As for the spin multiplicity: 1. The LUMO energy is 0.1 eV. The value obtained for the relative energy (zero: lowest compared OMol25 entry of this formula, charge and spin) is 4.4465 eV. Its orbital gap is 10.42 eV.

How is the electron density shared among the atoms? According to natural (NBO), the charges in e are: C -0.29; C 0.30; O -0.42; O -0.95; H 0.20; H 0.20; H 0.48; H 0.47

***

ORCA calculation (the ωB97M-V functional and the def2-TZVPD basis) on an isolated molecule of C5H7N in a non-equilibrium geometry.

```
13
C5H7N the ωB97M-V functional and the def2-TZVPD basis
C -1.84815 0.23194 0.01895
N -0.41066 0.15512 0.12476
C 0.26886 -0.87373 0.72003
C 1.59645 -0.72753 0.42706
C 1.71551 0.35551 -0.46917
C 0.46725 0.92471 -0.59743
H -2.29456 -0.30372 0.85931
H -2.18773 -0.22608 -0.91673
H -2.17134 1.27531 0.04885
H -0.24878 -1.69675 1.18905
H 2.44247 -1.28992 0.79284
H 2.56648 0.34683 -1.12147
H 0.10420 1.82832 -1.07606
```

As for the spin multiplicity: 1. The SMILES is Cn1cccc1. The LUMO energy is 1.0 eV. The value obtained for the relative energy (zero: lowest compared OMol25 entry of this formula, charge and spin) is 0.7127 eV. Its orbital gap is 9.22 eV.

How is the electron density shared among the atoms? According to natural (NBO), the charges in e are: C -0.39; N -0.33; C -0.07; C -0.30; C -0.31; C -0.07; H 0.21; H 0.20; H 0.21; H 0.21; H 0.22; H 0.22; H 0.21

***

ORCA calculation (the ωB97M-V functional and the def2-TZVPD basis) on an isolated molecule of C7H12O4S2 in a non-equilibrium geometry.

```
25
C7H12O4S2 the ωB97M-V functional and the def2-TZVPD basis
C -0.40371 -0.58797 0.54040
C 2.51876 0.63571 -1.81005
C 2.92429 -0.27849 -0.68949
C 0.60362 0.79972 0.00214
C 0.02288 2.10857 0.45248
C -3.45282 -1.31582 1.43104
C -2.53822 -1.50551 0.23258
O 0.10855 -1.47867 1.14274
O 0.30158 -0.76576 -2.10727
O 2.86331 1.78664 0.94057
O -1.61225 -0.40935 0.10971
S 0.67310 0.62314 -1.83106
S 2.22707 0.47020 0.84275
H 2.83508 1.65902 -1.61115
H 2.87345 0.30958 -2.78556
H 2.48694 -1.26777 -0.79717
H 4.00358 -0.34769 -0.56708
H 0.75875 2.89849 0.29755
H -0.20615 2.07794 1.51738
H -0.88485 2.34521 -0.09811
H -4.18346 -2.11992 1.45735
H -2.87613 -1.33539 2.35281
H -3.97486 -0.36489 1.36108
H -3.09901 -1.50190 -0.70397
H -1.96949 -2.43509 0.32032
```

As for the spin multiplicity: 1. The LUMO energy is 0.7 eV. The value obtained for the relative energy (zero: lowest compared OMol25 entry of this formula, charge and spin) is 0.0000 eV. Its orbital gap is 9.61 eV.

How is the electron density shared among the atoms? According to natural (NBO), the charges in e are: C 0.87; C -0.62; C -0.62; C -0.54; C -0.66; C -0.63; C -0.08; O -0.59; O -0.99; O -0.99; O -0.50; S 1.29; S 1.31; H 0.25; H 0.25; H 0.25; H 0.25; H 0.25; H 0.23; H 0.23; H 0.22; H 0.22; H 0.21; H 0.20; H 0.21

***

ORCA calculation (the ωB97M-V functional and the def2-TZVPD basis) on a cluster of 2 separate species, C25H25FN in total in a non-equilibrium geometry.

```
52
C25H25FN the ωB97M-V functional and the def2-TZVPD basis
C 1.06285 2.23750 -3.54169
C 0.21916 1.32664 -2.94281
C 0.59194 0.70920 -1.76936
C 1.81251 0.99162 -1.17036
N 2.14008 0.32392 0.02842
C 3.26258 -0.15747 0.40151
C 3.33831 -0.78064 1.76981
C 4.23853 -2.03494 1.79756
C 5.61945 -1.70968 1.20323
C 5.48903 -1.23380 -0.25651
C 4.54074 -0.01665 -0.38406
C 2.62936 1.95180 -1.75667
C 2.26351 2.55500 -2.94185
H 0.78170 2.70030 -4.47396
H -0.73132 1.09363 -3.39245
H -0.06577 0.01023 -1.28277
H 3.69817 -0.03006 2.48456
H 2.31547 -1.03120 2.07947
H 4.32660 -2.43455 2.81785
H 3.76982 -2.83860 1.21432
H 6.08621 -0.91526 1.79944
H 6.30253 -2.56566 1.29215
H 6.47937 -0.99541 -0.66867
H 5.11879 -2.05773 -0.87802
H 4.28463 0.13857 -1.43752
H 5.05474 0.89443 -0.05875
H 3.54234 2.23977 -1.26880
H 2.91603 3.27700 -3.40343
F -5.33010 3.66371 1.85373
C -4.88532 2.99083 0.76402
C -4.88787 3.60931 -0.47935
C -4.42992 2.93891 -1.59528
C -3.98233 1.64748 -1.47974
C -3.97598 0.97320 -0.23845
C -3.46771 -0.35115 -0.23160
C -3.35829 -1.35256 0.76811
C -2.60808 -2.50048 0.43393
C -2.44433 -3.53312 1.31995
C -3.02734 -3.46632 2.57098
C -3.78847 -2.36507 2.92723
C -3.96100 -1.32378 2.04623
C -4.42900 1.69575 0.88548
H -5.24791 4.62025 -0.55645
H -4.42308 3.42641 -2.55903
H -3.61771 1.12889 -2.35053
H -3.06880 -0.65466 -1.18789
H -2.15768 -2.55441 -0.54263
H -1.85941 -4.39402 1.03690
H -2.89249 -4.27920 3.26520
H -4.25870 -2.33579 3.89786
H -4.60506 -0.51164 2.32099
H -4.38079 1.27951 1.86971
```

Its total charge is +1. As for the spin multiplicity: 1. The LUMO energy is -6.1 eV. The value obtained for the relative energy (zero: lowest compared OMol25 entry of this formula, charge and spin) is 0.8855 eV. Its orbital gap is 4.30 eV.

How is the electron density shared among the atoms? According to natural (NBO), the charges in e are: C -0.21; C -0.22; C -0.25; C 0.22; N -0.49; C 0.37; C -0.46; C -0.39; C -0.40; C -0.39; C -0.50; C -0.26; C -0.20; H 0.21; H 0.20; H 0.20; H 0.22; H 0.23; H 0.22; H 0.20; H 0.20; H 0.22; H 0.22; H 0.20; H 0.23; H 0.23; H 0.22; H 0.22; F -0.29; C 0.39; C -0.15; C -0.21; C -0.07; C -0.18; C 0.19; C -0.21; C -0.06; C -0.23; C -0.07; C -0.24; C -0.04; C -0.18; H 0.25; H 0.25; H 0.23; H 0.22; H 0.23; H 0.24; H 0.24; H 0.24; H 0.21; H 0.23

***

ORCA calculation (the ωB97M-V functional and the def2-TZVPD basis) on a structure of composition C22H27NO3P2Y in a non-equilibrium geometry.

```
56
C22H27NO3P2Y the ωB97M-V functional and the def2-TZVPD basis
C 2.07168 -4.63967 -0.39409
C 0.97916 -3.80754 -0.63400
C 0.20686 -3.36245 0.48196
C 0.57916 -3.73949 1.77497
C 1.68402 -4.55438 1.99038
C 2.43059 -5.01044 0.89969
C -0.19745 -3.11106 2.93974
C -1.66709 -2.99820 2.54021
C -1.93233 -2.61611 1.21993
C -3.26152 -2.23152 0.85748
C -4.24804 -2.24229 1.84299
C -3.97224 -2.65194 3.15078
C -2.67692 -3.04774 3.49483
H 2.66240 -4.99041 -1.24456
H 1.95058 -4.82303 3.02196
H 3.29713 -5.65267 1.06361
H -0.10303 -3.74643 3.82258
H -5.25506 -1.90612 1.58116
H -4.75923 -2.65116 3.89971
H -2.42904 -3.37681 4.50653
N -0.84854 -2.43269 0.32762
Y -0.07615 -0.38969 -0.01157
C 0.67602 -3.31492 -2.03655
H -0.40154 -3.40052 -2.27009
H 1.25936 -3.87539 -2.78834
C -3.55523 -1.72002 -0.53135
H -3.14039 -2.39094 -1.29913
H -4.63638 -1.59793 -0.68751
P 1.12409 -1.52727 -2.20500
P -2.75671 -0.06849 -0.78165
C -3.79897 0.96811 0.29615
H -3.38628 1.98760 0.28505
H -4.83567 0.98636 -0.07348
H -3.78341 0.59901 1.33037
C -3.35736 0.38900 -2.43356
H -4.41095 0.70279 -2.39259
H -2.73855 1.22639 -2.78576
H -3.24156 -0.45290 -3.13001
C 2.94115 -1.61964 -2.15281
H 3.32386 -1.96064 -3.12631
H 3.32899 -0.61458 -1.93459
H 3.28599 -2.29895 -1.36184
C 0.80433 -1.16218 -3.94961
H 0.77514 -0.06701 -4.05632
H 1.60656 -1.56874 -4.58349
H -0.16977 -1.56907 -4.25660
C 0.27709 -1.75769 3.25107
O 0.37329 -0.83640 2.41704
H 0.47200 -1.80603 4.34706
C 1.98062 3.25698 -0.37460
C 1.27231 1.93194 -0.28188
O 0.01637 1.85973 -0.56057
O 1.89547 0.86430 0.09233
H 1.67954 3.76279 -1.29574
H 3.05761 3.10846 -0.35413
H 1.67881 3.87913 0.47364
```

Its total charge is +1. As for the spin multiplicity: 1. The LUMO energy is -3.1 eV. The value obtained for the relative energy (zero: lowest compared OMol25 entry of this formula, charge and spin) is 0.0000 eV. Its orbital gap is 7.16 eV.

How is the electron density shared among the atoms? According to natural (NBO), the charges in e are: C -0.20; C -0.05; C 0.14; C -0.04; C -0.18; C -0.21; C -0.37; C -0.04; C 0.15; C -0.05; C -0.19; C -0.22; C -0.18; H 0.22; H 0.22; H 0.23; H 0.24; H 0.22; H 0.23; H 0.22; N -0.91; Y 2.04; C -0.70; H 0.25; H 0.24; C -0.70; H 0.25; H 0.24; P 0.75; P 0.76; C -0.93; H 0.26; H 0.24; H 0.26; C -0.93; H 0.25; H 0.25; H 0.25; C -0.93; H 0.24; H 0.26; H 0.26; C -0.93; H 0.25; H 0.25; H 0.25; C 0.54; O -0.62; H 0.17; C -0.72; C 0.80; O -0.79; O -0.78; H 0.25; H 0.24; H 0.26